Below is a cluster of 13 separate species, C5H35NO13 in total in a non-equilibrium geometry, with properties calculated with wB97M-V/def2-TZVPD.

Bonds (Å) are listed after each position.
Cartesian coordinates (Å):
1 C -2.810 -2.350 -0.958  C2 1.538, H8 1.094, H9 1.085, H10 1.092
2 C -2.730 -0.860 -1.331  C1 1.538, C3 1.527, H11 1.088, H12 1.083
3 C -1.325 -0.287 -1.158  C2 1.527, C4 1.517, H13 1.091, H14 1.083
4 C -0.802 -0.353 0.264  C3 1.517, N5 1.336, O7 1.244
5 N -1.012 0.702 1.058  C4 1.336, C6 1.449, H15 1.011
6 C -1.759 1.910 0.770  N5 1.449, H16 1.092, H17 1.088, H18 1.092
7 O -0.135 -1.315 0.683  C4 1.244
8 H -3.739 -2.576 -0.425  C1 1.094
9 H -1.997 -2.706 -0.333  C1 1.085
10 H -2.872 -2.982 -1.846  C1 1.092
11 H -3.063 -0.714 -2.357  C2 1.088
12 H -3.437 -0.306 -0.725  C2 1.083
13 H -1.354 0.781 -1.381  C3 1.091
14 H -0.589 -0.825 -1.741  C3 1.083
15 H -0.547 0.766 1.954  N5 1.011
16 H -1.977 2.463 1.687  C6 1.092
17 H -2.725 1.703 0.314  C6 1.088
18 H -1.196 2.648 0.196  C6 1.092
19 H 0.568 -2.333 -0.492  O21 0.995
20 H 1.226 -3.678 -1.140  O21 0.959
21 O 1.205 -2.719 -1.152  H19 0.995, H20 0.959
22 H -2.412 -0.718 2.685  O24 0.959
23 H -3.459 -1.669 3.428  O24 0.958
24 O -2.564 -1.329 3.409  H22 0.959, H23 0.958
25 H 2.831 -2.005 -0.810  O27 0.981
26 H 3.008 -0.969 0.242  O27 0.978
27 O 3.477 -1.317 -0.543  H25 0.981, H26 0.978
28 H 0.708 1.247 -3.552  O30 0.969
29 H 0.726 2.726 -3.174  O30 0.964
30 O 0.280 2.094 -3.749  H28 0.969, H29 0.964
31 H 0.136 0.497 4.315  O33 0.976
32 H 0.335 2.006 4.609  O33 0.961
33 O 0.425 1.342 3.921  H31 0.976, H32 0.961
34 H 2.576 1.031 -2.148  O36 0.968
35 H 2.462 -0.309 -1.489  O36 0.995
36 O 1.910 0.346 -1.994  H34 0.968, H35 0.995
37 H -1.282 2.367 -2.746  O39 0.978
38 H -2.560 2.979 -3.269  O39 0.963
39 O -2.216 2.519 -2.496  H37 0.978, H38 0.963
40 H 0.460 -2.492 -3.493  O42 0.967
41 H 1.328 -1.281 -3.317  O42 0.967
42 O 0.833 -1.756 -3.997  H40 0.967, H41 0.967
43 H 0.538 -1.566 4.250  O45 0.964
44 H -0.871 -1.430 4.904  O45 0.963
45 O 0.055 -1.178 4.988  H43 0.964, H44 0.963
46 H 2.419 -1.442 2.260  O48 0.964
47 H 1.294 -0.566 1.784  O48 0.971
48 O 2.264 -0.614 1.789  H46 0.964, H47 0.971
49 H 3.615 2.610 -0.394  O51 0.968
50 H 2.955 3.505 -1.392  O51 0.964
51 O 3.602 2.792 -1.345  H49 0.968, H50 0.964
52 H 2.496 2.129 2.504  O54 0.966
53 H 2.907 1.278 1.346  O54 0.966
54 O 2.794 2.206 1.589  H52 0.966, H53 0.966

Results
- Orbital gap: 0.3841 Ha
- Maximum force: 1.106 eV Å⁻¹